(1)
Molecular formula: C18H27F4O16
Method: DFT, ωB97M-V with the def2-TZVPD basis set

ORCA input file:
```
! RIJCOSX wB97M-V def2-TZVPD def2/J DEFGRID3
* xyz -1 1
O -0.245 0.668 -1.485
H 0.342 0.131 -0.890
C 0.309 1.776 -4.618
C -0.757 0.568 -4.893
O 0.014 -0.236 -5.708
C 0.826 0.543 -6.451
O 1.510 0.177 -7.321
O 1.088 1.694 -5.767
F -1.858 1.137 -5.529
H 1.006 1.430 -3.748
H -0.179 2.721 -4.273
H -0.916 -0.040 -3.915
C -2.794 1.724 0.348
C -1.384 1.838 1.071
O -1.699 1.408 2.354
C -2.981 1.400 2.559
O -3.403 1.403 3.669
O -3.624 1.612 1.501
F -0.974 3.050 1.119
H -2.804 0.802 -0.159
H -3.098 2.429 -0.303
H -0.682 1.115 0.784
C -2.038 -1.927 -1.633
C -3.191 -1.763 -2.640
O -3.823 -3.027 -2.540
C -3.468 -3.729 -1.380
O -3.984 -4.721 -1.077
O -2.399 -3.082 -0.951
F -2.857 -1.457 -3.915
H -1.871 -1.011 -1.043
H -1.299 -2.116 -2.164
H -3.774 -0.817 -2.445
C 0.239 3.983 -1.970
C 1.395 3.364 -1.145
O 1.684 4.339 -0.143
C 0.711 5.145 -0.084
O 0.607 5.998 0.842
O -0.175 5.053 -1.083
F 2.435 3.294 -2.028
H -0.471 3.088 -1.964
H 0.709 4.426 -2.791
H 1.227 2.532 -0.635
C 5.471 -3.563 4.112
O 4.687 -2.621 3.083
C 4.204 -1.502 3.763
C 3.123 -0.692 3.116
O 2.217 -1.439 2.711
C 0.850 -0.947 2.624
C -0.124 -2.074 2.439
O -1.474 -1.626 2.170
C -2.459 -2.482 2.486
H 5.598 -4.508 3.697
H 5.075 -3.556 5.123
H 6.375 -3.202 4.317
H 5.153 -0.873 3.890
H 3.886 -1.902 4.668
H 3.396 -0.100 2.241
H 2.977 0.175 3.765
H 0.953 -0.175 1.728
H 0.555 -0.545 3.506
H -0.172 -2.652 3.304
H 0.272 -2.811 1.770
H -2.272 -3.328 2.122
H -3.534 -1.931 2.307
H -2.130 -2.544 3.483
*
```

Computed properties:
frontier orbital gap	8.0	eV
electronic energy	-62726.39186	eV
relative energy (zero: lowest compared OMol25 entry of this formula, charge and spin)	0.569	eV

***

(2)
Molecular formula: C18H27N2O3PSn
Method: DFT, ωB97M-V with the def2-TZVPD basis set

ORCA input file:
```
! RIJCOSX wB97M-V def2-TZVPD def2/J DEFGRID3
* xyz 4 1
Sn -0.003 0.273 1.064
C -2.113 -0.806 0.891
O -3.253 -0.914 1.023
C -0.494 2.580 1.083
O -0.568 3.715 1.265
C 2.325 -0.074 0.943
O 3.454 0.106 1.106
C -1.764 0.385 -2.196
P -0.065 -0.052 -1.587
H 0.508 -1.623 -3.294
H -2.410 -0.388 -1.748
C 1.102 1.079 -2.517
H 0.630 1.219 -3.507
C -1.856 0.295 -3.723
H -1.252 -0.521 -4.139
H -1.551 1.239 -4.195
H -2.900 0.107 -4.012
C -2.250 1.749 -1.686
H -1.684 2.577 -2.138
C 1.407 -2.487 -1.529
H -2.201 1.855 -0.592
H -3.302 1.890 -1.984
C -1.036 -2.653 -2.188
H 1.075 -3.187 -0.749
H 1.951 -3.096 -2.266
H 2.138 -1.800 -1.087
C 0.231 -1.780 -2.232
H -0.754 -3.711 -2.288
H -1.702 -2.424 -3.026
H -1.595 -2.547 -1.246
C 2.485 0.444 -2.679
H 2.972 0.294 -1.705
H 3.131 1.114 -3.261
H 2.451 -0.513 -3.208
C 1.258 2.451 -1.843
H 0.306 2.920 -1.575
H 1.749 3.140 -2.546
H 1.898 2.411 -0.949
H 0.392 -2.736 0.991
H 0.158 -2.434 1.649
N 3.133 -0.347 6.908
C 2.154 -0.206 6.283
C 0.939 -0.007 5.519
C -0.305 0.180 6.130
C -1.440 0.400 5.370
C -1.292 0.425 3.979
N -0.080 0.251 3.400
C 1.028 0.033 4.138
H -0.392 0.186 7.218
H -2.436 0.551 5.782
H -2.162 0.570 3.326
H 1.983 -0.131 3.629
*
```

Computed properties:
frontier orbital gap	4.7	eV
electronic energy	-43295.35545	eV

***

(3)
Molecular formula: C18H27N3O2
Method: DFT, ωB97M-V with the def2-TZVPD basis set

ORCA input file:
```
! RIJCOSX wB97M-V def2-TZVPD def2/J DEFGRID3
* xyz 0 1
C -1.183 -3.670 1.512
H -1.112 -4.006 2.461
H -0.995 -4.465 0.775
H -2.115 -3.204 1.168
C -0.012 -2.924 1.065
H 0.822 -3.430 1.352
H -0.081 -2.121 2.174
C -0.011 -2.009 -0.267
N 1.284 -1.375 -0.373
C 1.540 -0.270 0.344
O 0.574 0.425 1.115
C 2.644 0.677 0.051
N 3.489 0.269 -1.070
C 4.525 1.335 -1.098
C 4.887 2.196 -0.347
C 4.083 2.317 1.069
C 3.093 1.365 1.183
H 2.392 1.547 2.085
H 4.525 3.195 1.621
H 5.726 2.883 -0.295
H 4.998 1.094 -2.151
C 2.266 -2.023 -0.805
H 3.343 -1.580 -0.647
H 2.201 -2.005 -1.869
H 2.365 -2.996 -0.899
C -0.176 -2.978 -1.307
H 0.369 -4.077 -1.239
H -0.049 -2.335 -2.276
H -1.384 -3.336 -1.156
C -0.986 -0.923 -0.296
O -0.993 -0.186 -1.480
N -1.994 -0.742 0.457
H -1.676 -0.969 1.532
C -2.969 0.232 0.510
C -2.322 1.674 0.497
C -3.313 3.033 0.539
C -4.268 2.667 -0.860
C -4.946 1.300 -0.396
C -3.896 0.233 -0.652
H -4.461 -0.670 -0.537
H -3.205 0.176 -1.420
H -5.737 1.232 -1.289
H -5.657 1.142 0.267
H -5.115 3.294 -0.643
H -3.831 2.833 -1.685
H -2.721 3.747 0.450
H -3.847 2.665 1.473
H -1.483 1.698 1.384
H -1.663 1.902 -0.518
H -3.671 0.335 1.501
*
```

Computed properties:
frontier orbital gap	8.1	eV
electronic energy	-27653.15757	eV
relative energy (zero: lowest compared OMol25 entry of this formula, charge and spin)	18.824	eV

***

(4)
Molecular formula: C18H27N3O4ReS
Method: DFT, ωB97M-V with the def2-TZVPD basis set

ORCA input file:
```
! RIJCOSX wB97M-V def2-TZVPD def2/J DEFGRID3
* xyz 4 2
Re 0.020 -0.448 -0.500
C 2.491 -1.163 -4.395
C 2.247 -0.198 -3.200
C 2.125 1.239 -3.681
C 1.014 -0.757 -2.546
C 1.083 -1.949 -1.762
C -0.085 -2.571 -1.243
C -1.391 -2.008 -1.427
C -2.614 -2.663 -0.861
C -1.441 -0.730 -2.065
C -0.266 -0.119 -2.609
H 3.382 -0.818 -4.919
H 1.658 -1.141 -5.099
H 2.671 -2.191 -4.079
H 3.087 -0.311 -2.507
H 1.394 1.337 -4.487
H 3.083 1.558 -4.090
H 1.874 1.943 -2.883
H 2.043 -2.410 -1.544
H 0.027 -3.478 -0.656
H -2.852 -2.300 0.143
H -2.470 -3.741 -0.793
H -3.474 -2.453 -1.497
H -2.386 -0.195 -2.116
H -0.352 0.863 -3.066
C -0.339 9.107 5.060
C -1.175 8.159 4.366
S 0.281 6.405 3.868
O 1.075 6.955 2.810
O 0.748 6.074 5.179
C -0.576 4.929 3.194
C 0.543 3.910 2.908
N 0.068 2.622 2.308
C 0.357 2.219 1.078
N -0.102 0.928 0.910
C -0.670 0.525 2.138
C -0.564 1.563 2.974
N -1.012 1.575 4.371
O -1.533 0.561 4.734
O -0.804 2.593 4.992
C 1.089 2.982 0.041
H -1.096 9.917 5.238
H 0.434 9.578 4.455
H -0.008 8.798 6.050
H -1.432 8.341 3.324
H -1.858 7.535 4.939
H -1.116 5.254 2.306
H -1.247 4.591 3.980
H 1.051 3.642 3.834
H 1.272 4.322 2.214
H -1.111 -0.444 2.333
H 2.146 3.076 0.305
H 0.677 3.985 -0.080
H 1.015 2.477 -0.922
*
```

Computed properties:
frontier orbital gap (alpha / beta)	5.0 / 6.7	eV
expectation value of S²	0.756
electronic energy	-44677.60289	eV
relative energy (zero: lowest compared OMol25 entry of this formula, charge and spin)	6.046	eV

***

(5)
Molecular formula: C18H27N3O5
Method: DFT, ωB97M-V with the def2-TZVPD basis set

ORCA input file:
```
! RIJCOSX wB97M-V def2-TZVPD def2/J DEFGRID3
* xyz 0 1
C -1.906 -3.356 -1.872
O -0.621 -2.732 -2.247
C -0.912 -1.309 -2.280
C 0.245 -0.484 -3.069
C 1.236 0.308 -2.064
C 0.783 1.857 -2.069
C 0.311 2.574 -0.751
C -0.134 4.074 -0.722
C -0.127 4.816 -2.073
C 0.299 4.125 -3.400
C 0.776 2.661 -3.423
C 0.117 5.223 -4.540
O -0.117 5.031 -5.746
N 0.241 6.489 -3.777
C -0.505 6.306 -2.488
O -1.225 7.157 -1.939
H -2.523 -2.552 -1.327
H -1.706 -4.212 -1.133
H -2.519 -3.663 -2.788
H -1.130 -0.851 -1.256
H -1.883 -1.184 -2.899
H 0.841 -1.208 -3.745
H -0.318 0.207 -3.791
H 1.045 -0.106 -1.001
H 2.342 0.163 -2.297
H 0.276 2.010 0.265
H -0.450 4.636 0.211
H 1.112 2.184 -4.396
H 1.260 6.531 -3.625
C -0.154 -6.011 2.841
C 0.055 -5.767 1.370
O -0.738 -6.159 0.525
N 1.172 -5.086 0.994
C 2.216 -4.548 1.840
H -1.082 -6.563 2.991
H 0.670 -6.604 3.243
H -0.229 -5.059 3.371
H 1.250 -4.958 -0.006
H 2.271 -3.470 1.676
H 3.164 -5.005 1.548
H 2.032 -4.743 2.895
C -1.894 1.080 3.826
C -0.633 1.004 3.006
O -0.581 0.397 1.944
N 0.471 1.642 3.484
C 0.602 2.404 4.708
H -2.688 0.528 3.324
H -1.728 0.632 4.808
H -2.209 2.120 3.933
H 1.280 1.551 2.886
H 0.903 3.421 4.449
H 1.380 1.943 5.319
H -0.327 2.437 5.274
*
```

Computed properties:
frontier orbital gap	8.5	eV
structure (SMILES)	COCCCc1ccc2c(c1)C(=O)NC2=O.CNC(C)=O.CNC(C)=O
electronic energy	-33806.21741	eV
relative energy (zero: lowest compared OMol25 entry of this formula, charge and spin)	8.726	eV

***

(6)
Molecular formula: C18H27N3O5PS
Method: DFT, ωB97M-V with the def2-TZVPD basis set

ORCA input file:
```
! RIJCOSX wB97M-V def2-TZVPD def2/J DEFGRID3
* xyz 1 1
C 0.144 -1.727 4.721
N -0.500 -1.064 3.589
C 0.405 -0.550 2.572
C -1.510 -1.813 2.953
O -1.551 -3.026 2.991
C -2.539 -0.989 2.196
C -3.799 -0.681 2.979
P -4.750 -2.094 3.615
O -3.820 -2.763 4.809
O -4.384 -3.195 2.469
S -3.679 0.477 4.251
C -2.888 1.932 3.570
O -5.026 0.861 4.617
O -2.827 0.033 5.345
H 1.125 -1.282 4.880
H 0.251 -2.800 4.557
H -0.458 -1.553 5.613
H 0.856 0.406 2.841
H 1.183 -1.288 2.327
H -0.203 -0.391 1.678
H -2.822 -1.530 1.286
H -2.079 -0.048 1.885
H -4.029 -2.354 5.657
H -3.483 -3.540 2.600
H -3.667 2.678 3.441
H -2.132 2.259 4.280
H -2.421 1.717 2.613
C -0.056 -2.800 -0.587
N 0.557 -1.739 -1.399
C 1.760 -1.943 -1.986
C 2.344 -0.975 -2.755
C 1.689 0.253 -2.954
C 0.450 0.440 -2.326
C -0.086 -0.561 -1.559
C 2.265 1.298 -3.796
C 1.508 1.921 -4.800
C 2.060 2.923 -5.553
N 3.329 3.334 -5.348
C 4.087 2.742 -4.396
C 3.589 1.733 -3.619
C 3.903 4.437 -6.137
H 0.625 -3.070 0.217
H -0.280 -3.667 -1.203
H -0.975 -2.403 -0.165
H 2.217 -2.907 -1.815
H 3.300 -1.181 -3.216
H -0.093 1.371 -2.420
H -1.032 -0.456 -1.049
H 0.491 1.616 -5.001
H 1.513 3.423 -6.339
H 5.093 3.121 -4.283
H 4.223 1.298 -2.859
H 4.805 4.092 -6.637
H 4.139 5.268 -5.476
H 3.177 4.757 -6.877
*
```

Computed properties:
frontier orbital gap	1.7	eV
electronic energy	-53925.28657	eV

***

(7)
Molecular formula: C18H27N3O5S2
Method: DFT, ωB97M-V with the def2-TZVPD basis set

ORCA input file:
```
! RIJCOSX wB97M-V def2-TZVPD def2/J DEFGRID3
* xyz 0 1
C 8.546 0.683 0.075
C 7.499 -0.003 0.941
H 7.832 -0.996 1.251
H 7.280 0.610 1.821
O 6.289 -0.234 0.223
C 5.458 0.830 0.117
O 5.657 1.897 0.649
N 4.389 0.566 -0.672
C 4.052 -0.744 -1.178
H 4.915 -1.400 -1.069
C 2.844 -1.305 -0.425
H 2.564 -2.273 -0.842
C 1.667 -0.329 -0.535
N 0.512 -0.825 0.182
C -0.645 -1.175 -0.428
O -0.788 -1.105 -1.630
C -1.721 -1.632 0.555
C -2.808 -2.474 -0.122
C -3.674 -1.628 -1.054
N -4.231 -0.479 -0.372
S -5.572 -0.760 0.582
O -6.283 -1.879 0.046
O -5.271 -0.748 1.988
C -6.491 0.714 0.238
C -6.804 1.731 1.086
C -7.541 2.753 0.449
C -7.764 2.484 -0.865
S -7.085 0.979 -1.350
H -8.293 3.082 -1.580
H -7.885 3.641 0.947
H -6.518 1.727 2.121
C -3.230 0.365 0.242
C -2.358 -0.408 1.233
H -2.996 -0.746 2.051
H -1.590 0.255 1.636
H -3.756 1.174 0.754
H -2.618 0.787 -0.560
H -4.515 -2.212 -1.425
H -3.077 -1.265 -1.893
H -2.349 -3.282 -0.694
H -3.448 -2.908 0.651
H -1.231 -2.243 1.323
H 0.598 -0.916 1.182
C 2.087 1.047 -0.013
H 1.271 1.760 -0.137
C 3.322 1.536 -0.771
H 3.686 2.476 -0.354
H 3.077 1.680 -1.829
H 2.326 0.976 1.051
H 1.354 -0.251 -1.582
H 3.106 -1.442 0.626
H 3.808 -0.649 -2.242
H 8.733 0.101 -0.824
H 9.472 0.783 0.634
H 8.197 1.672 -0.209
*
```

Computed properties:
frontier orbital gap	9.7	eV
structure (SMILES)	CCOC(=O)N1CCC(NC(=O)C2CCN(S(=O)(=O)c3cccs3)CC2)CC1
electronic energy	-55483.57727	eV
relative energy (zero: lowest compared OMol25 entry of this formula, charge and spin)	0.022	eV

***

(8)
Molecular formula: C18H27N4O6PS
Method: DFT, ωB97M-V with the def2-TZVPD basis set

ORCA input file:
```
! RIJCOSX wB97M-V def2-TZVPD def2/J DEFGRID3
* xyz 0 1
C -0.280 5.201 5.062
C 0.387 4.267 4.096
O 1.004 4.652 3.136
N 0.106 2.871 4.272
C 0.453 2.333 5.555
C 0.018 0.925 5.787
O 0.992 3.029 6.378
C 0.328 2.042 3.119
C -0.848 1.654 2.378
C -2.221 2.083 2.827
C -2.598 3.440 2.302
O -3.633 3.670 1.731
C -0.738 0.913 1.242
C 0.547 0.517 0.809
N 0.851 -0.204 -0.278
S 2.438 -0.376 -0.290
N 2.832 0.418 1.032
C 1.693 0.884 1.567
C 1.576 1.659 2.749
P 3.048 1.999 3.751
N 3.099 1.103 5.042
H -1.120 5.648 4.529
H -0.626 4.724 5.967
H 0.427 5.993 5.291
H 0.309 0.277 4.967
H 0.450 0.575 6.716
H -1.071 0.903 5.857
H -2.257 2.130 3.916
H -2.972 1.370 2.498
H -1.867 4.253 2.458
H -1.615 0.633 0.678
H 3.072 3.382 3.960
H 4.060 1.742 2.828
H 3.142 1.648 5.894
C -0.488 -4.979 -7.914
O -0.599 -3.955 -6.954
C -1.922 -3.800 -6.473
C -1.936 -3.115 -5.127
O -1.570 -3.951 -4.044
C -0.195 -4.244 -3.870
C 0.614 -3.107 -3.291
O 0.909 -2.133 -4.276
C 1.198 -0.877 -3.710
H -1.074 -4.754 -8.813
H 0.562 -5.054 -8.189
H -0.818 -5.942 -7.507
H -2.408 -4.779 -6.380
H -2.496 -3.189 -7.184
H -2.970 -2.829 -4.922
H -1.332 -2.205 -5.153
H 0.258 -4.603 -4.797
H -0.175 -5.058 -3.143
H 1.556 -3.514 -2.894
H 0.056 -2.654 -2.463
H 0.367 -0.516 -3.096
H 1.369 -0.178 -4.527
H 2.106 -0.924 -3.095
*
```

Computed properties:
frontier orbital gap	7.7	eV
electronic energy	-57470.77304	eV

***

Per-record max |F|, eV/Å: 10.7; 6.6; 17.0; 1.2; 4.6; 1.5; 1.1; 1.2